1.
# C30H39B2IN5O2P

A cluster of 6 separate species, C30H39B2IN5O2P in total (ωB97M-V/def2-TZVPD, the Open Molecules 2025 dataset).

```
80
Properties=species:S:1:pos:R:3:forces:R:3:mulliken_charge:R:1
C -1.973070 0.862733 1.954923 0.030 0.076 0.014 -1.31
C -0.958266 1.277023 0.890455 -0.109 -0.027 -0.025 -0.24
P -1.536745 1.020374 -0.864159 0.141 0.117 0.371 -0.41
C -2.365043 -0.645906 -0.833683 -0.038 -0.030 -0.198 -0.65
C -1.616108 -1.919680 -0.445128 0.117 0.058 0.039 -0.98
B 0.136682 0.699291 -1.796783 -0.059 -0.076 -0.114 0.36
I 1.869188 -0.227806 -0.882979 -0.016 0.093 -0.003 -0.05
C 0.296618 1.055135 -3.294297 0.056 -0.028 0.112 -0.65
B -0.112720 -0.248397 -4.124522 -0.169 0.075 0.022 0.77
O -1.404827 -0.428004 -4.553040 0.146 -0.019 0.193 -0.63
O 0.758590 -1.244467 -4.436627 -0.018 0.002 -0.024 -0.52
H -1.532449 0.967098 2.947503 -0.015 0.031 -0.001 0.40
H -2.862077 1.492921 1.944165 -0.042 -0.061 -0.037 0.37
H -2.278739 -0.178364 1.847907 0.008 0.002 -0.001 0.19
H 0.001181 0.791743 1.070543 -0.033 -0.088 -0.036 0.26
H -0.789321 2.354238 0.965753 0.098 -0.019 0.033 0.35
H -2.808075 -0.750525 -1.827737 0.051 -0.038 -0.003 0.41
H -3.212168 -0.484752 -0.161719 -0.038 -0.029 -0.072 0.54
H -1.586096 -2.047730 0.637407 0.069 0.035 0.010 0.26
H -0.584793 -1.923031 -0.800137 -0.092 -0.037 -0.026 0.16
H -2.110116 -2.796196 -0.866291 -0.046 0.004 0.037 0.37
H -0.373935 1.874163 -3.563979 -0.008 -0.008 -0.015 0.25
H 1.326174 1.330462 -3.531456 0.000 -0.053 -0.074 0.30
H -1.982772 0.264270 -4.220031 -0.072 0.029 -0.141 0.29
H 1.635721 -1.118946 -4.063470 0.018 0.007 -0.001 0.25
N 8.512924 1.164534 -0.384435 0.026 -0.012 -0.007 -0.57
C 7.832267 0.892179 0.726002 -0.035 0.074 -0.007 -0.30
C 6.548905 0.364337 0.730554 -0.036 0.034 -0.006 -0.39
C 5.935820 0.111372 -0.485548 0.009 -0.018 -0.005 -0.13
C 6.633367 0.389107 -1.650421 -0.006 -0.004 -0.005 -0.49
C 7.915201 0.910178 -1.546184 -0.014 -0.002 0.017 -0.16
H 8.339174 1.107402 1.660637 0.002 -0.009 0.001 0.42
H 6.046474 0.158344 1.666078 0.008 0.002 0.004 0.37
H 4.933493 -0.295512 -0.527551 0.031 0.008 0.007 0.41
H 6.196368 0.208390 -2.623531 0.001 0.001 0.001 0.38
H 8.488746 1.136777 -2.438166 0.004 0.002 0.001 0.37
N 9.129515 -3.415225 1.862091 -0.002 0.004 0.018 -0.53
C 8.516263 -2.668891 0.945664 0.025 -0.085 0.037 -0.16
C 7.837526 -3.197264 -0.143385 -0.006 0.029 -0.020 0.00
C 7.792695 -4.573777 -0.290711 0.003 -0.001 0.003 -0.59
C 8.425719 -5.362327 0.656696 0.003 0.002 0.003 -0.26
C 9.077382 -4.736092 1.709367 -0.013 -0.004 -0.024 -0.30
H 8.567226 -1.597108 1.090586 0.028 -0.022 -0.025 0.41
H 7.360722 -2.536250 -0.854853 0.003 0.003 0.005 0.35
H 7.275106 -5.023910 -1.128234 0.000 -0.001 0.001 0.37
H 8.418905 -6.441595 0.585781 0.000 0.001 0.002 0.37
H 9.582772 -5.324963 2.467108 0.002 0.003 0.002 0.36
N 1.664259 -0.306408 -9.132711 0.016 0.008 -0.008 -0.54
C 1.027452 -0.320255 -7.964321 -0.017 -0.004 0.008 -0.15
C -0.285612 -0.739743 -7.803036 0.035 -0.015 -0.042 0.02
C -0.975696 -1.173525 -8.923350 0.001 0.017 -0.002 -0.52
C -0.326556 -1.168243 -10.147747 -0.002 0.004 -0.007 -0.26
C 0.987472 -0.726705 -10.199001 -0.018 -0.004 0.014 -0.32
H 1.598186 0.019001 -7.106333 0.004 -0.005 -0.001 0.37
H -0.743366 -0.732746 -6.824542 -0.026 -0.031 -0.025 0.29
H -2.001327 -1.510506 -8.842558 0.002 -0.006 0.000 0.38
H -0.823885 -1.498865 -11.049679 0.002 -0.001 0.001 0.36
H 1.522843 -0.710558 -11.142083 0.004 0.003 0.001 0.35
N -4.028669 2.902433 3.977558 -0.013 -0.024 -0.038 -0.29
C -3.674531 4.185442 3.974757 -0.006 0.012 0.029 -0.14
C -4.012486 5.075955 4.982781 0.004 -0.010 -0.006 -0.56
C -4.761472 4.608226 6.051153 -0.008 0.005 0.004 -0.25
C -5.140926 3.276028 6.066116 0.023 0.029 0.014 -0.41
C -4.748524 2.465852 5.010079 0.022 0.040 -0.019 -0.41
H -3.089923 4.518814 3.123530 -0.002 -0.003 -0.003 0.35
H -3.694395 6.108236 4.926673 0.000 -0.001 -0.001 0.36
H -5.045722 5.272148 6.857788 0.001 0.000 -0.001 0.38
H -5.732130 2.857701 6.867891 -0.004 -0.014 -0.012 0.40
H -5.030575 1.419229 4.999080 -0.008 0.002 0.023 0.57
N -7.351971 0.800675 6.298189 -0.008 -0.021 0.014 -0.25
C -7.981470 0.184295 7.296305 -0.018 -0.011 -0.013 -0.23
C -9.328914 -0.143009 7.266426 -0.002 -0.001 0.000 -0.48
C -10.064212 0.186529 6.139217 0.011 0.002 0.002 -0.17
C -9.421226 0.827824 5.093064 -0.002 -0.001 -0.005 -0.71
C -8.069546 1.111781 5.221021 -0.016 0.003 0.007 0.04
H -7.378276 -0.060784 8.163624 0.005 0.000 -0.003 0.37
H -9.785118 -0.644278 8.109103 0.000 0.001 -0.001 0.35
H -11.118134 -0.051863 6.077516 0.000 0.000 0.000 0.37
H -9.951325 1.105922 4.192439 0.001 -0.002 0.001 0.36
H -7.537630 1.616046 4.420887 0.005 0.004 0.005 0.36
```
Forces are in eV/Å.

Values from the calculation:
M	681.18	g/mol
LUMO level	-0.399	eV
maximum force	0.4	eV Å⁻¹
multiplicity	1
structure (SMILES)	CCP(CC)B(I)CB(O)O.c1ccncc1.c1ccncc1.c1ccncc1.c1ccncc1.c1ccncc1
gap between HOMO and LUMO	8.13	eV



2.
# C22H40CrGeN6O8S

A structure of composition C22H40CrGeN6O8S in a non-equilibrium geometry (ωB97M-V/def2-TZVPD, the Open Molecules 2025 dataset).

```
79
Properties=species:S:1:pos:R:3:forces:R:3:mulliken_charge:R:1
Cr 0.355423 -1.093071 1.422926 0.347 -0.910 0.189 -0.37
N -1.256876 -1.251350 -0.079679 0.278 0.044 -0.230 0.15
C -1.984554 -2.475958 -0.443953 0.009 -0.361 0.052 -0.83
C -1.109055 -3.716367 -0.296249 0.058 0.248 -0.152 -0.39
C 0.089861 -3.750655 -1.253909 0.009 -0.107 0.332 0.12
C 1.264963 -4.476510 -0.595108 -0.025 0.056 -0.077 -0.97
N 1.669912 -3.723600 0.592059 0.031 0.101 -0.070 -0.29
H -1.916555 -0.499734 0.086317 0.049 0.107 0.224 0.26
H -0.689619 -0.936421 -0.873248 0.086 0.023 -0.012 -0.07
H -2.356072 -2.416049 -1.475278 -0.074 0.093 0.071 0.40
H -2.843020 -2.572307 0.227165 0.008 0.056 -0.048 0.34
H -1.728317 -4.609133 -0.434478 0.001 -0.009 0.057 0.41
H -0.718312 -3.718073 0.722953 -0.111 -0.109 0.060 0.04
H 0.423721 -2.736989 -1.488480 0.023 0.048 -0.147 -0.31
H -0.176840 -4.235298 -2.196469 0.030 0.047 -0.039 0.48
H 2.085639 -4.586254 -1.317061 -0.080 -0.062 -0.021 0.45
H 0.955604 -5.481044 -0.281648 0.021 0.016 -0.005 0.38
H 2.087097 -2.851964 0.285379 0.108 0.038 0.008 -0.30
H 2.375939 -4.206769 1.133178 -0.042 0.014 0.045 0.26
O 4.195830 -1.551192 2.666707 -0.043 0.139 -0.014 -0.80
C 3.274781 -1.100824 1.986022 0.327 -0.115 -0.037 -0.52
O 2.052585 -1.080769 2.406449 -0.572 0.000 0.004 -0.17
C 3.595154 -0.561203 0.610232 -0.605 -0.092 -0.378 0.86
C 4.904012 -0.194636 0.363998 0.745 0.239 -0.072 -0.29
C 5.296411 0.283521 -0.879674 -1.200 -0.479 0.328 -0.66
C 4.390941 0.289320 -1.948667 0.132 0.138 -0.058 -0.70
C 3.070343 -0.133177 -1.764171 -0.264 -0.038 0.017 -0.70
C 2.612255 -0.486661 -0.430216 0.670 0.030 0.139 0.22
O 1.380104 -0.770617 -0.193006 -0.083 -0.033 -0.401 1.35
N 2.249946 -0.198015 -2.899809 0.187 0.006 0.246 0.91
O 1.063112 -0.669740 -2.862877 -0.063 -0.529 0.188 -0.63
O 2.745268 0.195758 -4.003024 0.148 0.110 -0.268 -0.91
N 6.621416 0.735611 -1.063880 1.077 0.288 -0.097 1.03
O 7.409429 0.726253 -0.109594 -0.243 -0.021 -0.196 -0.70
O 6.969279 1.134966 -2.177434 -0.154 -0.091 0.182 -0.69
H 5.641800 -0.282696 1.147229 -0.114 0.011 0.100 0.60
H 4.702393 0.616203 -2.925672 -0.088 -0.025 -0.018 0.62
C -4.573961 3.611099 -2.154108 0.129 0.114 0.137 -1.05
C -3.253170 3.912962 -1.438147 -0.270 -0.055 -0.239 -0.68
N -2.311954 2.814303 -1.531689 -0.093 0.265 0.467 0.01
C -1.319361 2.749862 -2.471565 0.542 -0.306 -0.086 0.00
S -0.039525 1.718063 -2.286234 -0.299 0.351 0.140 -0.22
N -1.488024 3.556914 -3.579897 -0.199 -0.140 0.148 -0.12
C -0.617610 3.388184 -4.735739 -0.019 -0.028 -0.152 -0.81
C -1.055850 2.244217 -5.644371 0.047 0.058 0.167 -0.91
H -5.249455 4.466529 -2.083163 -0.043 -0.009 -0.026 0.34
H -5.052257 2.744636 -1.698760 -0.023 -0.028 -0.036 0.29
H -4.408974 3.387951 -3.209196 -0.057 -0.022 -0.018 0.30
H -3.463436 4.080489 -0.381033 0.082 0.063 -0.018 0.41
H -2.810284 4.825696 -1.851925 -0.001 -0.001 0.112 0.37
H -2.017887 2.425179 -0.640315 -0.003 -0.133 -0.256 0.11
H -2.451101 3.723868 -3.834874 0.012 0.111 0.077 0.15
H 0.382272 3.177759 -4.362089 0.018 0.092 -0.003 0.47
H -0.606165 4.339802 -5.276126 0.015 -0.030 0.002 0.36
H -0.938430 1.302431 -5.108653 -0.024 -0.039 -0.019 0.20
H -0.432583 2.205376 -6.537877 0.007 -0.005 -0.031 0.36
H -2.100199 2.366104 -5.947208 -0.007 -0.015 -0.051 0.31
C -2.039432 -1.654366 6.050134 0.098 0.049 -0.308 -1.48
Ge -1.588261 -0.737674 4.308065 -0.313 -0.042 0.400 0.78
C -0.473451 0.787197 4.917863 -0.013 -0.183 -0.193 -1.21
C -3.376953 -0.072959 3.724211 0.274 -0.114 -0.069 -1.28
C -0.738813 -1.929772 3.029178 -0.260 0.168 0.326 -1.01
H -2.507384 -0.954088 6.746212 -0.008 0.057 0.001 0.34
H -1.136199 -2.050085 6.517906 0.047 0.005 0.004 0.38
H -2.727166 -2.487589 5.892023 -0.025 -0.022 -0.044 0.38
H -1.053824 1.705749 5.011433 -0.057 0.005 -0.058 0.34
H 0.333000 0.951944 4.205612 0.055 0.069 0.035 0.21
H -0.025920 0.563410 5.887015 0.004 -0.059 0.024 0.45
H -3.634273 0.860017 4.227926 0.028 0.026 0.050 0.35
H -4.146973 -0.811418 3.955390 -0.002 -0.061 0.034 0.38
H -3.372140 0.109983 2.651396 0.026 0.042 -0.029 0.29
H -1.529737 -2.627431 2.713489 -0.018 0.051 -0.101 0.38
H -0.036801 -2.530023 3.623414 0.125 0.034 -0.103 0.47
C 0.946269 1.875305 1.629273 0.085 0.124 0.074 -1.73
C -0.125821 0.816258 1.620450 -0.679 0.684 -0.095 1.22
O -1.312135 1.149139 1.612223 0.267 0.153 -0.114 -0.69
H 0.551302 2.844887 1.944117 -0.067 -0.032 -0.002 0.40
H 1.305840 1.954892 0.599252 0.032 -0.021 -0.040 0.26
H 1.792830 1.580670 2.249359 0.003 -0.049 -0.016 0.32
```
Forces are in eV/Å.

Values from the calculation:
M	673.27	g/mol
charge	-2
LUMO level (alpha / beta)	4.041 / 4.038	eV
maximum force	1.3	eV Å⁻¹
relative energy (zero: lowest compared OMol25 entry of this formula, charge and spin)	19.2	kcal/mol
multiplicity	5
expectation value of S²	6.084
gap between HOMO and LUMO (alpha / beta)	3.68 / 6.77	eV



3.
# C2H4N2OS

The molecule C2H4N2OS in a non-equilibrium geometry (ωB97M-V/def2-TZVPD, the Open Molecules 2025 dataset).

```
10
Properties=species:S:1:pos:R:3:forces:R:3:mulliken_charge:R:1
C -1.302523 0.005215 -0.935715 -0.273 -0.447 -0.682 0.18
C 0.703297 0.238534 1.828379 -0.909 -0.365 -0.049 -0.36
H 1.590336 -0.416362 -1.231759 -0.083 0.083 0.056 0.19
H -2.401550 0.080529 -0.980073 0.564 -0.005 0.025 0.31
H 1.712070 0.112848 2.138958 0.737 -0.007 0.010 0.28
H -0.059501 0.396748 2.595371 0.034 0.184 -0.311 0.27
N -0.673156 -0.299032 -1.990948 -0.601 0.605 1.103 -0.33
N 0.440016 0.064892 0.602017 -0.244 0.341 0.512 -0.29
O -0.943609 0.231927 0.376027 0.578 -0.185 -0.437 -0.15
S 0.934620 -0.415297 -2.402257 0.197 -0.203 -0.227 -0.10
```
Forces are in eV/Å.

Values from the calculation:
M	104.13	g/mol
LUMO level	0.821	eV
maximum force	1.4	eV Å⁻¹
relative energy (zero: lowest compared OMol25 entry of this formula, charge and spin)	92.6	kcal/mol
multiplicity	1
structure (SMILES)	C=NO/C=N\S
gap between HOMO and LUMO	9.35	eV



4.
# C17H19MoN5O2S5Sb

A structure of composition C17H19MoN5O2S5Sb in a non-equilibrium geometry (ωB97M-V/def2-TZVPD, the Open Molecules 2025 dataset).

```
50
Properties=species:S:1:pos:R:3:forces:R:3:mulliken_charge:R:1
Mo 0.406600 0.304500 -0.015800 -0.336 4.066 0.694 0.08
O -0.307900 0.968200 1.537700 -1.046 0.738 2.559 0.42
C -0.144600 0.985700 2.831500 1.015 -0.701 0.235 0.50
C -1.008900 1.674400 3.686000 -0.131 0.402 0.419 -0.93
C -0.839500 1.608300 5.060500 -0.207 0.065 -0.822 -0.48
C 0.188300 0.839400 5.598900 0.356 -0.370 0.271 -0.66
C 1.054300 0.155600 4.777900 -0.069 0.039 -0.235 -0.96
C 0.928900 0.205200 3.373000 -1.086 0.958 0.326 0.60
C 1.812200 -0.476700 2.521700 0.191 -0.335 -1.702 -0.55
N 1.727500 -0.505800 1.184500 1.617 -1.233 3.199 0.36
C 2.740300 -1.324000 0.554200 0.625 -0.610 -0.539 -0.81
C 2.900700 -0.809400 -0.866200 0.928 0.010 0.389 -1.08
N 1.572500 -0.539800 -1.354700 1.229 -2.048 -3.477 0.19
C 1.373200 -0.804400 -2.644100 0.134 0.095 1.438 -0.49
C 0.144600 -0.606100 -3.312400 -1.023 0.311 -0.054 0.50
C -0.056600 -0.996300 -4.649400 0.040 0.033 0.158 -0.89
C -1.266000 -0.787800 -5.274600 0.392 -0.190 -0.221 -0.69
C -2.315900 -0.177600 -4.598100 0.093 0.169 0.745 -0.70
C -2.151000 0.246100 -3.288800 -0.318 -0.051 -0.028 -0.37
C -0.932500 0.044300 -2.643700 0.887 -0.376 -0.823 0.41
O -0.687000 0.484500 -1.423500 -1.846 -0.309 -2.245 0.49
H -1.794500 2.271500 3.240200 0.031 0.093 0.000 0.54
H -1.508300 2.145900 5.716500 -0.061 0.080 -0.004 0.43
H 0.298800 0.771900 6.672500 0.053 0.016 0.024 0.39
H 1.847300 -0.446500 5.197300 0.106 -0.038 0.107 0.40
H 2.628400 -1.027000 2.987700 -0.030 0.029 -0.117 0.28
H 2.404400 -2.372700 0.538200 0.045 0.221 0.016 0.25
H 3.695900 -1.268500 1.093200 -0.237 -0.012 -0.052 0.45
H 3.444900 -1.528800 -1.494300 -0.181 0.152 0.113 0.50
H 3.464200 0.136400 -0.844100 -0.141 -0.151 -0.067 0.20
H 2.199900 -1.226800 -3.213800 -0.007 0.123 0.084 0.29
H 0.765200 -1.458500 -5.179000 0.038 -0.052 -0.082 0.38
H -1.393500 -1.086600 -6.305300 0.011 -0.026 -0.043 0.39
H -3.262300 -0.010300 -5.090700 -0.020 0.067 -0.028 0.41
H -2.948000 0.767000 -2.774600 0.079 0.179 -0.071 0.47
N -3.165800 0.874800 0.007400 -0.069 0.147 -0.340 -0.75
N -3.084700 0.374400 1.302400 0.594 -0.084 0.495 0.09
C -2.359900 -0.675200 1.715400 -1.064 -0.101 -0.120 0.30
N -2.484300 -1.007200 3.030900 0.072 0.206 0.017 -0.39
S -1.523200 -1.702300 0.668300 0.360 -0.197 -0.230 -0.32
H -3.084200 0.108600 -0.660400 0.015 0.099 0.371 0.26
H -2.427500 1.562300 -0.191600 -0.159 -0.186 0.190 0.21
H -3.495400 0.989300 1.996000 -0.083 -0.274 -0.185 0.35
H -2.653800 -0.259500 3.691800 -0.026 -0.130 -0.029 0.26
H -1.855700 -1.726900 3.355100 -0.023 0.123 -0.135 0.30
S 1.282800 4.883700 -3.630400 -0.089 -0.368 0.210 -0.80
Sb -0.140400 3.207700 -2.861500 0.242 0.918 -1.490 0.43
S 0.034900 3.478700 -0.294200 -0.355 0.400 0.639 -0.36
S 1.687200 2.328200 -0.188200 -0.412 -1.556 0.168 -0.09
S -2.316600 3.968400 -3.178000 -0.138 -0.344 0.270 -0.77
```
Forces are in eV/Å.

Values from the calculation:
M	703.41	g/mol
charge	-1
LUMO level (alpha / beta)	0.937 / 0.935	eV
maximum force	4.2	eV Å⁻¹
multiplicity	1
gap between HOMO and LUMO (alpha / beta)	3.34 / 3.33	eV



Which of these has the highest M? C17H19MoN5O2S5Sb